(1)
# C11H35N11O7

6 unconnected molecules or ions with the total composition C11H35N11O7 at a distorted geometry (the ωB97M-V functional and the def2-TZVPD basis, the Open Molecules 2025 dataset).

```
64
Properties=species:S:1:pos:R:3
C -4.0080 -1.5693 1.5143
N 4.7297 1.1694 -6.7546
H 2.9697 4.7248 3.2450
H 1.5335 3.8566 -1.4086
H 3.0512 1.2256 -2.2449
H -3.5369 -2.5017 4.2075
H 1.3286 2.5525 -0.0636
H 4.0621 1.2914 -7.4971
H 2.7473 3.3420 2.2146
C 3.0553 2.1515 -1.5298
H -4.1511 0.3646 0.7594
C 4.4320 1.3006 -5.4493
H 4.7896 0.2002 -1.1579
O -2.2265 -2.5167 -1.9926
O -2.2313 -4.3164 6.4560
H -2.9565 1.5674 -0.7507
C 1.5349 2.6775 -1.2216
N -1.7183 -4.7092 -2.0988
H -2.5461 2.8548 0.6895
H -1.3349 -4.5746 -3.0252
H -0.4022 2.5702 3.5380
O -1.0012 1.4335 0.3081
H -2.6137 -2.0309 5.6038
O -4.6015 -2.6004 1.7884
C -2.2210 -3.6251 -1.4808
C 1.2122 3.7809 3.5493
H 5.6857 0.9339 -6.9875
N 2.4013 3.9448 2.9418
C 0.2621 0.6909 -1.8752
H -1.5812 -0.3216 -0.9132
C -0.6318 0.3061 -0.5585
H 0.0234 -0.4544 0.0820
H -2.1794 -0.5759 1.4908
H 3.6645 3.0820 -1.9636
H -1.7141 3.0037 -0.9963
C -2.8546 -4.0282 5.4466
H -2.1848 -2.2037 2.1022
H 0.8112 2.1048 2.3827
C 4.2902 0.4543 -0.1300
H -1.7048 -5.6299 -1.6936
N -2.7169 -3.8618 -0.2529
H 1.2595 0.0358 -1.8961
H 4.4444 2.5548 0.0315
O 0.8127 4.5258 4.4301
H -0.3596 0.3083 -2.8193
N -3.0270 -2.7588 5.0358
H -3.1051 -3.0725 0.2470
N -3.4247 -4.9541 4.6544
N -4.6228 -0.4930 0.9916
N 3.6846 1.8509 -0.1536
O 0.4876 2.1256 -2.0912
C -2.1322 2.2089 -0.2231
N 3.1481 1.6139 -5.1978
H 2.4522 1.7439 -5.9126
H 2.8820 1.7219 -4.2278
H 5.1143 0.3708 0.6987
H -3.3186 -5.9223 4.9278
H 3.4457 -0.3147 0.1456
H -5.6186 -0.5656 0.8282
O 5.2596 1.1477 -4.5648
H -3.9417 -4.7362 3.8194
H -2.7213 -4.7674 0.1852
N 0.4991 2.7294 3.1070
N -2.6857 -1.4171 1.7103
```

- Energy relative to the best compared isomer or geometry (same formula, charge and spin): 2.737 eV
- Spin multiplicity: 1
- Strongest force on any atom: 2.7 eV/A
- HOMO level: -9.4 eV
- SMILES: CNCCOCCOC.NC(N)=O.NC(N)=O.NC(N)=O.NC(N)=O.NC(N)=O

***

(2)
# C11H36AsF6O7

A molecular structure, C11H36AsF6O7 at a distorted geometry (the ωB97M-V functional and the def2-TZVPD basis, the Open Molecules 2025 dataset).

```
61
Properties=species:S:1:pos:R:3
H -5.3502 1.0447 -0.3752
H 4.8713 2.4364 0.0740
O 1.6228 3.5295 1.5200
H 5.3397 -0.2274 2.3360
F -0.1358 1.5261 1.4362
As 0.3186 0.0005 0.5641
H 2.0195 2.7972 3.3468
C -4.2334 -1.2232 0.1831
H 1.9165 1.8949 -3.6324
O 0.1724 -3.5387 2.0820
H -2.8301 -3.8937 -0.4104
O -3.2969 0.4669 1.3420
O 3.5503 -1.3403 2.7527
C -1.8509 -4.2396 -0.7411
H 1.4346 -4.6817 3.2709
H 1.0049 4.2670 3.3705
C -4.4343 -0.2183 1.1885
H 5.5915 -1.8579 2.2518
H 2.1664 -3.4728 2.3122
H 2.8595 -0.8287 2.3253
C 4.8004 -1.1332 2.0589
H -4.6929 -0.6703 2.1461
C 1.8163 3.7501 2.8581
H -1.8636 -5.2916 -0.4561
H 4.5476 -1.2006 1.0007
H -0.4224 2.7014 -2.6187
H 3.4918 3.5658 -0.1918
H 0.8514 2.9638 1.4394
C -0.9532 1.9486 -3.2015
F -1.2836 -0.0075 -0.2682
F -0.3217 -0.9597 1.9320
C -5.4591 0.7823 0.6771
H -4.9942 -1.9933 0.0563
O -1.7681 -4.1159 -2.1124
H 3.2842 2.0528 0.6363
H 1.2378 -3.0337 3.8330
H -4.1399 -0.7206 -0.7796
H 1.7146 1.5220 -5.3941
H -2.1203 -4.9468 -2.4397
H 2.6442 4.4570 2.9114
C 0.0640 1.1005 -3.9131
H -5.4555 1.7571 1.1647
H -1.4400 1.0170 -4.9762
C 1.2538 1.9353 -4.4969
H -1.6734 2.4737 -3.8290
F 0.7065 -1.6249 -0.0771
H -6.4611 0.3852 0.8393
H 0.2776 0.3256 -3.1769
H 2.5845 1.6260 -1.3265
H -1.1323 -3.6627 -0.1590
O -0.6174 0.5231 -5.0070
H 0.0989 -2.6247 1.7976
H -3.3398 -1.7863 0.4525
H -2.6573 0.2661 0.6548
O 3.4669 1.9816 -1.4544
H 0.7976 2.9188 -4.6091
F 1.0560 0.8726 -0.8114
F 1.8824 0.1455 1.4479
H -1.6265 1.3869 -2.5540
C 3.8172 2.5255 -0.1887
C 1.2925 -3.6535 2.9380
```

- Energy relative to the best compared isomer or geometry (same formula, charge and spin): 0.000 eV
- Spin multiplicity: 1
- Strongest force on any atom: 3.7 eV/A
- Total charge: -1
- HOMO level: -7.0 eV

***

(3)
# C11H36N6O7

7 unconnected molecules or ions with the total composition C11H36N6O7 at a distorted geometry (the ωB97M-V functional and the def2-TZVPD basis, the Open Molecules 2025 dataset).

```
60
Properties=species:S:1:pos:R:3
C 1.2912 1.8904 3.9672
H 4.3737 1.1929 -4.3443
O -0.4928 -0.7105 -6.5201
O -0.1702 0.9343 0.5046
H 0.0037 -0.8569 -1.9277
H 1.9976 1.6139 3.1885
H 1.0705 -1.8123 -0.9707
C -3.3351 2.1121 2.2959
H -5.1750 2.9731 2.0625
C 0.3232 -1.0161 -0.8936
O 1.3022 -4.6646 3.6493
H 1.8803 -3.7902 1.1264
H 3.0024 0.8132 -3.2430
H 0.5491 -2.7826 3.7047
H -2.1071 1.3024 -0.4689
N -2.0977 2.3427 2.8459
N -3.3889 -0.7865 -0.5202
H -1.8167 0.0386 -3.7536
H 0.6305 2.6726 3.5821
C 4.0254 1.1795 -3.3078
O -3.5606 1.0612 1.7073
H -0.1958 0.4316 -4.3108
C 0.8207 0.3023 -0.3257
H -1.8753 3.1249 3.4298
H 5.4227 -0.9436 -3.6887
H -0.1885 1.0004 5.2634
C -3.1733 -0.0169 -1.6261
H 1.1909 -0.0334 4.9393
N -1.0424 -0.0989 -4.3895
H 4.8568 0.5348 -1.3589
H -2.1587 1.6767 -2.1574
C 5.0626 0.5562 -2.4283
N -4.2623 3.0962 2.4578
C -1.3400 -0.5365 -5.6624
H -1.4416 1.6221 2.5900
H -0.2200 -3.8535 2.5041
C 1.6854 -3.0299 1.8831
H -3.9967 -1.5784 -0.6073
H -3.3213 -0.8256 -5.0954
N -2.4959 1.1334 -1.3857
H -4.0750 3.8921 3.0384
O 5.2597 -0.8253 -2.7488
H 1.8112 2.4010 4.7819
H -0.5200 -1.5036 -0.4031
C 0.7305 -3.5419 2.9392
N -2.6786 -0.7718 -5.8678
H 2.6214 -2.8006 2.3903
H 6.0166 1.0878 -2.5330
H 1.2161 -2.1913 1.3732
C 0.5278 0.7136 4.4881
H -3.2357 -0.3707 0.3888
H 1.7173 0.1784 0.2877
H -0.6559 -0.6711 3.6981
H -3.0082 -0.8968 -6.8044
O -3.5078 -0.3894 -2.7517
H -0.1418 0.4863 1.3561
H 3.8854 2.2590 -3.1365
O -0.1169 0.0590 3.3795
H 1.4886 -4.3760 4.5454
H 1.0324 0.9925 -1.1375
```

- Energy relative to the best compared isomer or geometry (same formula, charge and spin): 0.000 eV
- Spin multiplicity: 1
- Strongest force on any atom: 1.8 eV/A
- HOMO level: -9.1 eV
- SMILES: NC(N)=O.NC(N)=O.NC(N)=O.CCO.CCO.CCO.CCO

***

(4)
# C11H36O7

7 unconnected molecules or ions with the total composition C11H36O7 at a distorted geometry (the ωB97M-V functional and the def2-TZVPD basis, the Open Molecules 2025 dataset).

```
54
Properties=species:S:1:pos:R:3
H 1.3076 1.3676 -5.2589
H 1.4158 -6.7858 1.0240
C 0.8599 3.0611 -0.7715
H 2.9217 2.4908 -1.1757
H 0.4310 -1.0424 -1.4618
H -4.4361 -0.3000 -2.4685
H 0.4859 4.1167 0.8564
H -0.5915 -0.5430 1.1344
C -3.4267 -0.4765 -2.0977
H -0.0328 2.4818 -0.5132
H 2.1253 1.4214 -0.1247
H 1.7225 0.0694 1.3413
H 2.0381 0.0549 4.9685
H 0.3388 4.9294 -1.7466
H -2.6304 -0.3959 -0.2819
C 0.6422 3.9168 -2.0155
O -3.4930 -0.5416 -0.6987
H -3.8802 1.7702 1.6428
O 1.2613 3.8763 0.3445
H 1.6598 1.3876 -1.8155
C 0.7409 0.3051 3.2468
C 1.8943 -0.1460 2.3962
H 2.0902 -1.2097 2.5412
C 1.9344 2.0578 -0.9972
O -0.4408 -0.4199 2.8142
H 0.5347 1.3624 3.0576
O 1.5440 -5.9892 0.5027
H -1.1829 0.1972 2.8700
O -2.3018 1.5810 3.0490
C 0.9714 0.0395 4.7182
H 0.5975 -0.9459 4.9867
O 1.8323 0.7216 -4.7811
H -3.0833 -1.4266 -2.5311
C 0.5071 -5.9537 -0.4615
H 0.5139 0.8017 5.3508
H 1.5520 4.0063 -2.6123
H 2.7949 0.3998 2.6888
C -2.8384 1.4752 1.7231
O -0.6930 -0.4706 0.1671
H 0.5068 -0.2388 -3.5204
H -2.7452 0.4340 1.4342
H 1.1413 -1.4128 0.0789
H -2.7660 0.3208 -2.4527
H 0.2509 -0.5162 -5.2364
H -0.1939 -2.4081 -0.5203
H -2.9269 1.9263 3.6888
H 1.5983 -1.3235 -4.4013
H -2.2091 2.0835 1.0738
C 0.1875 -1.3851 -0.4574
H 0.5954 -6.7259 -1.2324
H -0.1201 3.4821 -2.6671
H -0.4622 -6.0857 0.0370
H 0.4311 -4.9919 -0.9636
C 1.0259 -0.4039 -4.4720
```

- Energy relative to the best compared isomer or geometry (same formula, charge and spin): 1.028 eV
- Spin multiplicity: 1
- Strongest force on any atom: 1.6 eV/A
- HOMO level: -9.9 eV
- SMILES: CC(C)O.CC(C)O.CO.CO.CO.CO.CO

***

- strongest force on any atom of number 2 (C11H36AsF6O7)?
  3.7 eV/A

***

- Which of these has the highest strongest force on any atom?
  C11H36AsF6O7

***

- What is the energy relative to the best compared isomer or geometry (same formula, charge and spin) in the third record?
  0.000 eV